1.
One molecule with the formula C15H17N3O5 at a distorted geometry, computed with ωB97M-V with the def2-TZVPD basis set.

Structure (XYZ):
```
40
Properties=species:S:1:pos:R:3:forces:R:3:mulliken_charge:R:1
O -1.7474 -2.1172 2.0094 -0.088 -0.080 0.009 -0.72
C -1.3035 -1.2648 1.2617 -0.033 0.102 0.198 0.64
N -1.7455 -0.0119 1.1174 0.162 0.351 -0.346 -0.03
C -2.9898 0.4689 1.6533 -0.511 -0.158 -0.041 -1.08
C -3.9931 0.8137 0.5338 0.097 0.178 0.468 0.16
C -3.5451 2.0145 -0.3263 -0.118 -0.206 -0.059 -0.71
C -3.7294 1.5173 -1.7613 -0.030 -0.220 0.075 -0.56
C -3.5697 0.0073 -1.5884 0.123 0.099 -0.372 -0.16
O -4.1672 -0.2877 -0.3417 -0.049 -0.106 0.194 -0.48
C -0.0883 -1.5299 0.3676 0.152 0.057 -0.413 0.63
O 0.3048 -0.7093 -0.4462 -0.186 -0.206 0.089 -0.69
N 0.4109 -2.7587 0.6023 -0.272 0.158 0.762 0.23
N 1.3214 -3.4675 -0.1167 0.069 -0.808 -0.487 -1.06
C 2.3670 -2.9533 -0.6261 -0.167 0.169 -0.101 -0.43
C 2.9527 -1.6229 -0.4964 0.309 0.452 -0.026 0.25
C 3.6487 -1.0917 -1.5805 -0.267 -0.308 0.232 -0.70
C 4.2311 0.1684 -1.5362 0.112 0.432 0.231 -0.98
C 4.1199 0.8658 -0.3567 -0.291 -0.391 0.300 1.09
C 3.4544 0.3284 0.7479 0.233 0.020 -0.496 0.87
C 2.8619 -0.9051 0.7078 0.267 0.241 0.057 -0.80
O 3.5151 1.2172 1.7891 -0.208 -0.436 -0.024 -0.49
C 4.2263 2.3342 1.3030 0.250 1.056 0.698 -0.26
O 4.6069 2.1018 -0.0364 0.037 -0.265 -0.451 -0.47
H -1.2616 0.5353 0.4139 0.043 -0.181 0.120 0.23
H -3.3930 -0.3385 2.2687 0.022 0.162 0.019 0.40
H -2.8218 1.3548 2.2746 -0.066 -0.080 0.022 0.33
H -4.9651 1.0023 1.0076 0.146 0.032 -0.035 0.40
H -4.1398 2.9003 -0.1144 0.069 0.050 0.047 0.37
H -2.4981 2.2537 -0.1363 0.041 0.084 0.011 0.26
H -3.0034 1.9357 -2.4538 0.000 0.045 -0.063 0.34
H -4.7348 1.7446 -2.1163 0.005 0.010 -0.042 0.29
H -4.0908 -0.5784 -2.3468 0.073 0.031 0.002 0.38
H -2.5072 -0.2762 -1.5899 -0.084 0.014 -0.015 -0.01
H -0.1792 -3.3390 1.1993 0.173 0.253 -0.232 0.33
H 2.9085 -3.6475 -1.2604 0.078 -0.086 0.027 0.45
H 3.7121 -1.6660 -2.4922 0.024 -0.088 -0.088 0.42
H 4.7506 0.5846 -2.3829 0.073 0.044 -0.112 0.43
H 2.3690 -1.3097 1.5761 -0.097 -0.051 0.083 0.62
H 3.5869 3.2304 1.3538 0.097 -0.253 -0.068 0.26
H 5.1258 2.4961 1.9184 -0.188 -0.116 -0.172 0.25
```
Positions in Å, forces in eV/Å.

Summary:
LUMO = 0.41 eV
Electronic energy = -30537.4928 eV
Energy above the lowest of the compared OMol25 structures with the same formula, charge and spin = 82.98 kcal/mol
Frontier orbital gap = 8.54 eV
SMILES string = O=C(NC[C@H]1CCCO1)C(=O)N/N=C\c1ccc2c(c1)OCO2
Net charge = 0



2.
One molecule with the formula C4H9N at a distorted geometry, computed with ωB97M-V with the def2-TZVPD basis set.

Structure (XYZ):
```
14
Properties=species:S:1:pos:R:3:forces:R:3:mulliken_charge:R:1
N 1.2393 -0.5951 -1.6718 2.007 -0.290 -0.737 -0.66
C 0.9803 0.1873 -0.3213 7.613 -0.346 -1.186 -0.54
C -0.3295 0.1880 0.0060 -7.185 1.409 -4.027 0.19
C -1.1370 -0.5929 0.8658 1.296 -0.518 5.556 -0.63
C -1.1235 0.9914 1.0565 2.202 0.475 -0.039 -0.58
H 2.2256 -0.7161 -2.2644 -2.882 1.361 2.922 0.24
H 1.0157 -1.5836 -1.5739 -0.374 0.244 0.439 0.20
H 1.4771 -0.1934 0.5740 1.067 -0.501 -0.229 0.24
H 1.3827 1.2098 -0.4211 -0.146 -0.380 -0.452 0.34
H -0.7824 0.2016 -1.0233 -0.499 0.230 0.880 0.27
H -2.0015 -1.0399 0.4711 -1.086 -0.322 -0.249 0.26
H -0.6948 -1.1762 1.8181 -0.816 1.205 -2.427 0.18
H -2.0854 1.5977 0.8236 2.224 -1.017 0.247 0.24
H -0.1666 1.5214 1.6606 -3.419 -1.550 -0.699 0.23
```
Positions in Å, forces in eV/Å.

Summary:
LUMO = 1.23 eV
Electronic energy = -5780.1155 eV
Energy above the lowest of the compared OMol25 structures with the same formula, charge and spin = 85.24 kcal/mol
Frontier orbital gap = 10.52 eV
SMILES string = NCC1CC1
Net charge = 0



3.
A 2-piece molecular cluster, C3H4Cl2S overall at a distorted geometry, computed with ωB97M-V with the def2-TZVPD basis set.

Structure (XYZ):
```
10
Properties=species:S:1:pos:R:3:forces:R:3:mulliken_charge:R:1
C 0.1457 1.0456 0.7006 -0.909 -1.927 -1.497 -0.52
C -0.2606 0.1832 -0.1765 3.246 -1.942 -0.646 -0.16
C 1.7132 -1.0828 -0.6988 -2.796 1.769 1.153 0.10
S 1.3835 -2.8049 -0.4168 -0.751 0.068 -0.094 -0.15
Cl 2.8202 -0.3733 0.4478 0.191 -0.465 -0.204 -0.16
Cl 2.0831 -0.6205 -2.3210 0.143 0.062 -0.475 -0.10
H -0.5154 1.7223 1.0620 -2.012 2.291 1.124 0.30
H 1.0471 0.9565 1.2021 1.957 0.040 0.569 0.20
H -1.1146 -0.1661 -0.7340 0.088 0.260 -0.084 0.35
H 0.0506 -2.7101 -0.7320 0.842 -0.156 0.154 0.13
```
Positions in Å, forces in eV/Å.

Summary:
LUMO (spin up / spin down) = -0.13 / -0.13 eV
Electronic energy = -39051.6880 eV
Energy above the lowest of the compared OMol25 structures with the same formula, charge and spin = 85.09 kcal/mol
Frontier orbital gap (spin up / spin down) = 8.44 / 8.44 eV
Net charge = 0



4.
C27H58BrNO2S2Si2 as an isolated structure at a distorted geometry, computed with ωB97M-V with the def2-TZVPD basis set.

Structure (XYZ):
```
93
Properties=species:S:1:pos:R:3:forces:R:3:mulliken_charge:R:1
C 5.4011 0.8071 3.5209 -0.138 -0.271 -0.073 -1.09
C 5.3088 -0.6890 3.1882 0.303 0.307 -0.305 -0.58
C 4.7548 -0.9746 1.7750 -0.115 -0.299 0.192 -0.43
C 3.3435 -1.5859 1.7914 0.303 0.560 0.483 -0.64
C 2.2756 -0.5847 2.2844 -0.328 -0.233 -0.294 -0.52
C 0.9345 -0.6339 1.5211 0.254 0.034 0.386 -0.06
C 0.2642 -2.0120 1.6464 -0.178 0.184 0.008 -0.49
C -1.2780 -1.9821 1.7122 -0.582 0.553 -0.076 -1.31
N -2.1209 -2.4365 0.5618 1.199 -1.213 -0.501 0.34
C -2.5453 -3.8378 0.6885 -0.477 -0.190 0.319 -1.35
C -3.8678 -4.1129 -0.0468 0.160 0.356 -0.251 -0.80
C -4.8314 -2.9233 -0.0467 -0.350 -0.275 0.130 -0.48
C -5.1776 -2.3745 1.3372 -0.102 0.735 -0.233 -0.40
C -5.8802 -1.0157 1.2163 -0.170 -0.022 -0.268 -0.75
C -7.2624 -1.1033 0.5374 0.156 -0.013 0.095 -0.67
C -8.2801 -0.1304 1.1255 0.232 0.421 -0.087 -0.67
C -7.7863 1.3329 1.0935 -0.195 -0.003 0.041 -1.04
C -1.7214 -2.0788 -0.7316 -0.371 0.726 0.268 -0.02
S -1.8801 -0.5276 -1.2490 0.420 0.080 0.093 -0.30
S -1.1724 -3.3817 -1.7905 0.258 -0.113 0.189 -0.06
C -0.2829 -2.5880 -3.1626 -0.313 0.202 0.162 -1.12
C 0.9355 -1.7722 -2.7801 0.404 0.033 0.109 0.42
C 1.9523 -1.6614 -3.9373 -0.031 0.106 0.221 -0.93
Si 3.0357 -0.2088 -3.5269 -0.137 -0.332 -0.544 0.62
Br 4.9655 -0.2752 -4.6674 -0.172 0.060 0.060 -0.35
O 2.2169 1.1723 -3.8441 0.522 -0.007 0.680 -0.16
Si 2.4707 2.6137 -3.0057 -0.207 0.348 -0.581 -0.21
C 0.8341 3.2098 -2.3167 0.050 -0.025 0.412 -0.79
C 0.6445 3.0597 -0.7967 -0.107 0.565 -0.119 0.71
C -0.7869 3.3272 -0.3448 -0.206 -0.243 -0.110 -0.51
O -1.3120 4.4531 -1.0516 0.052 -0.089 0.183 -0.54
C 3.8434 2.4800 -1.7408 -0.335 0.160 0.407 -0.10
C 4.1013 3.8444 -1.0351 0.516 -0.252 0.159 0.77
C 3.8808 3.7384 0.4841 -0.341 0.103 -0.021 -1.43
C 5.5610 4.2503 -1.2874 -0.306 -0.182 -0.071 -1.85
H 4.4710 1.3268 3.2761 0.036 -0.006 0.165 0.22
H 5.6287 0.9483 4.5786 -0.018 0.134 -0.044 0.37
H 6.1941 1.2733 2.9315 -0.025 0.006 0.035 0.31
H 6.3270 -1.0841 3.2357 -0.087 -0.121 0.173 0.36
H 4.7232 -1.2212 3.9421 -0.025 0.043 -0.015 0.38
H 4.7510 -0.0454 1.2035 -0.009 0.067 -0.172 0.03
H 5.4312 -1.6650 1.2642 -0.060 0.046 -0.061 0.40
H 3.3883 -2.4059 2.5140 -0.148 -0.295 -0.360 0.30
H 3.0915 -1.9739 0.8040 -0.050 -0.064 -0.034 0.34
H 2.6799 0.4302 2.2620 -0.080 0.016 -0.096 0.04
H 2.0331 -0.8041 3.3292 0.128 0.139 0.048 0.40
H 0.2837 0.1163 1.9841 -0.058 -0.045 -0.107 0.44
H 1.0623 -0.3284 0.4830 0.032 -0.070 -0.187 -0.16
H 0.6129 -2.7097 0.8833 0.002 -0.023 -0.052 0.28
H 0.5940 -2.4141 2.6105 -0.021 -0.138 -0.093 0.44
H -1.6202 -0.9755 1.9674 0.164 0.033 -0.019 0.35
H -1.5804 -2.6241 2.5390 -0.138 0.068 -0.088 0.57
H -1.7672 -4.5423 0.3695 -0.005 -0.002 0.038 0.30
H -2.7139 -4.0265 1.7490 0.083 0.108 -0.010 0.75
H -4.3683 -4.9636 0.4210 0.167 -0.121 -0.039 0.51
H -3.6442 -4.3708 -1.0852 -0.176 -0.154 0.076 0.33
H -4.4589 -2.1104 -0.6751 0.151 -0.031 0.082 0.13
H -5.7591 -3.2622 -0.5205 0.043 0.053 -0.065 0.56
H -5.8532 -3.0455 1.8767 0.256 -0.194 0.081 0.32
H -4.2655 -2.1987 1.9119 -0.038 -0.282 0.107 0.12
H -5.2379 -0.3580 0.6217 0.053 0.057 0.164 0.35
H -5.9890 -0.5452 2.1981 0.028 -0.124 0.050 0.43
H -7.6269 -2.1327 0.6191 -0.125 0.054 0.006 0.41
H -7.1598 -0.8914 -0.5314 -0.009 -0.092 -0.003 0.29
H -9.2140 -0.1789 0.5624 -0.026 -0.223 0.100 0.39
H -8.4865 -0.3988 2.1647 -0.141 -0.115 -0.072 0.33
H -6.9683 1.4727 0.3848 -0.021 -0.014 -0.013 0.26
H -8.5932 2.0063 0.7996 0.038 0.008 0.009 0.34
H -7.4457 1.6695 2.0732 0.131 -0.036 -0.048 0.28
H -0.9830 -1.9846 -3.7399 -0.020 -0.097 -0.098 0.44
H 0.0438 -3.4500 -3.7489 -0.208 -0.028 -0.043 0.44
H 1.4257 -2.2338 -1.9208 0.057 -0.050 0.045 0.15
H 0.6431 -0.7745 -2.4540 -0.256 0.003 0.030 -0.10
H 2.5553 -2.5701 -4.0059 -0.087 -0.009 -0.152 0.43
H 1.4406 -1.4938 -4.8887 0.081 -0.018 -0.032 0.42
H 3.4095 -0.3203 -2.1153 0.091 0.079 0.208 -0.15
H 2.9107 3.6096 -4.0144 0.029 -0.051 -0.037 -0.23
H 0.7761 4.2780 -2.5412 -0.099 -0.056 -0.111 0.52
H -0.0083 2.7474 -2.8398 0.144 -0.088 -0.144 0.48
H 0.9572 2.0769 -0.4363 -0.037 -0.019 0.101 -0.30
H 1.2650 3.8177 -0.3123 0.166 -0.195 0.057 -0.07
H -0.8142 3.5099 0.7363 0.064 0.025 -0.031 0.33
H -1.4184 2.4546 -0.5319 0.052 -0.115 -0.097 0.11
H -2.2685 4.3625 -1.0571 0.025 0.133 -0.013 0.31
H 3.5521 1.7580 -0.9717 0.122 -0.142 -0.107 -0.25
H 4.7763 2.1294 -2.1903 -0.131 -0.166 -0.087 0.52
H 3.4504 4.6285 -1.4388 -0.048 -0.044 0.003 0.36
H 3.1134 3.0030 0.7316 0.000 0.017 -0.003 0.16
H 3.5463 4.6872 0.9102 0.166 0.029 0.014 0.37
H 4.8002 3.4386 0.9916 -0.004 -0.026 -0.032 0.42
H 5.8019 5.2071 -0.8227 0.042 0.028 -0.091 0.42
H 6.1994 3.4756 -0.8506 0.059 0.129 -0.024 0.43
H 5.7674 4.2777 -2.3588 0.067 0.206 0.028 0.40
```
Positions in Å, forces in eV/Å.

Summary:
LUMO = -0.05 eV
Electronic energy = -141997.4331 eV
Frontier orbital gap = 8.58 eV
Net charge = 0



Question: The lowest electronic energy belongs to which entry?
Answer: C27H58BrNO2S2Si2